Entry 1:
The following is a DFT calculation (ωB97M-V/def2-TZVPD) of a cluster of 11 separate species, C48H113N5O11 in total at a distorted geometry.

Positions of all 177 atoms, in Å:
C -0.1474 -2.5549 0.5062
C -0.1805 -1.0673 0.1357
C 0.8175 -0.6638 -0.9356
O -1.4945 -0.7477 -0.3175
H -0.5860 -3.0657 -0.3607
H -0.7325 -2.6946 1.3856
H 0.9633 -2.8928 0.5204
H -0.0166 -0.5799 1.0833
H 0.5863 -1.2550 -1.8562
H 1.8583 -0.9408 -0.7145
H 0.7931 0.4411 -1.1746
H -2.0748 -1.1403 0.3308
O -2.2263 1.1136 -2.3372
H -2.3504 1.9214 -1.8816
H -1.7844 0.4872 -1.7156
O -2.4105 -1.7731 -2.8780
H -2.8163 -0.9121 -3.0660
H -2.1272 -1.6692 -1.9803
O 3.0247 -4.8414 1.0219
H 3.3719 -5.4805 0.3692
H 2.1317 -5.2126 1.1279
O -2.1092 -4.8551 -2.7456
H -3.0072 -5.2721 -2.7594
H -2.3525 -3.8938 -2.8123
O -0.1179 -6.3303 -1.1135
H 0.5824 -6.2038 -1.7546
H -0.9209 -6.1596 -1.6899
C -4.3788 0.5725 1.0731
C -5.0634 -0.7615 1.3313
C -6.0577 -0.9865 0.1865
C -6.6179 -2.4244 0.1435
C -5.5247 -3.4512 0.1940
C -4.4427 -3.2743 1.2373
N -3.9652 -1.8238 1.1832
O -2.8876 -1.6765 2.1567
C -4.7367 -4.0128 2.5374
C -3.1742 -3.9989 0.8153
C -5.7931 -0.8267 2.6343
H -3.8139 0.9307 1.8844
H -5.1731 1.3585 0.9149
H -3.7062 0.5158 0.2408
H -6.9268 -0.2764 0.4355
H -5.5821 -0.5295 -0.6811
H -7.1479 -2.4117 -0.7903
H -7.4205 -2.4449 0.8807
H -5.0812 -3.3493 -0.7224
H -5.9390 -4.4725 0.3075
H -3.7790 -4.0754 3.1194
H -5.5126 -3.6991 3.2720
H -5.0648 -4.9955 2.3550
H -2.7460 -3.4963 0.0131
H -2.4442 -4.0615 1.6102
H -3.4851 -4.9970 0.5325
H -6.6544 -0.0388 2.7650
H -5.1672 -0.8019 3.5916
H -6.4038 -1.7313 2.6795
H -3.2960 -1.7364 3.0306
C 4.3034 -0.9154 1.7511
C 5.6229 -0.7832 0.9808
C 5.5554 -1.6900 -0.2397
C 4.7001 -1.1383 -1.3286
C 5.1353 0.2565 -1.7279
C 5.1964 1.2916 -0.5644
N 5.9796 0.6224 0.6156
O 5.6878 1.4666 1.7680
C 5.9819 2.6273 -0.8670
C 3.7576 1.6387 -0.1832
C 6.6804 -1.3475 1.9343
H 4.0588 -1.8657 2.1939
H 3.4353 -0.8505 1.1111
H 4.2470 -0.0427 2.4314
H 6.5242 -1.9685 -0.6185
H 5.1649 -2.5952 0.1272
H 3.6374 -0.9999 -1.0619
H 4.5918 -1.7478 -2.2225
H 4.4140 0.5998 -2.5181
H 6.1618 0.2360 -2.2462
H 6.9895 2.3171 -1.0162
H 5.6068 3.1394 -1.7224
H 5.9151 3.3014 -0.0335
H 2.9425 0.9197 -0.2329
H 3.7887 2.1024 0.7599
H 3.4715 2.3694 -0.9666
H 7.6650 -1.4315 1.4185
H 6.3451 -2.2937 2.2813
H 6.7007 -0.6777 2.8605
H 6.5182 1.8096 1.8842
C 0.9733 -1.7729 -5.6138
C 1.1467 -0.2613 -5.4226
C 2.5203 0.0348 -4.8503
C 2.8386 1.4861 -4.8380
C 2.6131 2.1439 -6.2146
C 1.3284 1.7540 -6.8288
N 1.0464 0.3587 -6.7207
O -0.1749 0.0422 -7.3543
C 0.1777 2.6949 -6.1955
C 1.4952 2.0031 -8.2992
C 0.0538 0.1431 -4.3461
H 1.7863 -2.1953 -6.2252
H 0.0026 -2.0478 -6.0168
H 1.0388 -2.2677 -4.6429
H 2.6368 -0.3545 -3.7980
H 3.3563 -0.5018 -5.3581
H 3.8402 1.7457 -4.4671
H 2.1909 1.9993 -4.0989
H 3.4167 2.0713 -6.9079
H 2.5652 3.2050 -5.9916
H 0.3561 2.8077 -5.1685
H 0.2202 3.5916 -6.7362
H -0.7644 2.2578 -6.5172
H 1.5097 3.0615 -8.6245
H 2.4653 1.5430 -8.4268
H 0.7792 1.4824 -8.9662
H -0.8687 0.0471 -4.9600
H 0.0572 1.1202 -3.8860
H 0.0381 -0.6425 -3.6030
H -0.8054 0.5564 -6.8561
C -1.0612 0.7581 6.4126
C -0.8636 0.0878 5.0131
C 0.5337 0.3334 4.4550
C 1.4701 -0.5853 5.1267
C 1.0355 -1.9959 4.8610
C -0.3366 -2.3913 5.4510
N -1.1593 -1.3732 4.7879
O -2.5014 -1.6335 5.1075
C -0.8461 -3.8416 5.0548
C -0.2383 -2.2701 7.0517
C -1.8366 0.8275 4.0929
H -1.8650 0.4406 7.0431
H -1.1104 1.8464 6.3236
H -0.1581 0.5969 7.0043
H 0.6066 0.2545 3.3911
H 0.7776 1.3523 4.6853
H 1.7203 -0.3890 6.1618
H 2.4780 -0.5293 4.6980
H 1.7488 -2.8404 5.1230
H 0.8852 -2.0508 3.7714
H -0.5473 -3.9411 3.9919
H -0.3031 -4.5456 5.6052
H -1.9745 -3.8274 5.2307
H 0.3730 -3.1023 7.4029
H 0.3178 -1.4117 7.4559
H -1.2529 -2.2428 7.5143
H -2.8565 0.7325 4.4611
H -1.8257 0.3935 3.0887
H -1.6937 1.9538 3.9785
H -2.5941 -1.6957 6.0927
C -0.9803 2.3246 0.7352
C -1.3269 3.7967 1.0698
C -0.2304 4.5789 1.9184
C 0.9823 4.9082 1.0157
C 0.5957 5.5993 -0.2445
C -0.4029 4.8446 -1.0476
N -1.5154 4.5799 -0.1928
O -2.4607 3.8284 -0.9668
C -0.9163 5.7977 -2.1845
C 0.2787 3.6818 -1.8740
C -2.6183 3.9200 1.8350
H -1.7836 1.5961 0.9870
H 0.0213 2.0005 1.1837
H -0.7337 2.0456 -0.2951
H -0.6564 5.5899 2.1992
H 0.0518 4.0246 2.8189
H 1.5805 4.0363 0.7294
H 1.7023 5.4692 1.6668
H 1.4618 5.8096 -0.9598
H 0.1122 6.6232 -0.0708
H -1.7766 5.4429 -2.7600
H -1.2262 6.7777 -1.8054
H -0.1214 5.9645 -2.9269
H -0.4050 2.9560 -2.2714
H 0.9916 4.1311 -2.5342
H 0.9788 3.1214 -1.3154
H -2.4619 3.3330 2.7891
H -3.4572 3.5930 1.2681
H -2.8272 4.9066 2.0912
H -3.0860 4.5716 -1.2485

Output
HOMO level	-8.262	eV
LUMO level	0.42	eV
SMILES string	CC1(C)CCCC(C)(C)N1O.CC1(C)CCCC(C)(C)N1O.CC1(C)CCCC(C)(C)N1O.CC1(C)CCCC(C)(C)N1O.CC1(C)CCCC(C)(C)N1O.CC(C)O.O.O.O.O.O
total charge	0

***

Entry 2:
The following is a DFT calculation (ωB97M-V/def2-TZVPD) of a cluster of 2 separate species, C3H9NOS in total at a distorted geometry.

Positions of all 15 atoms, in Å:
C -1.5504 -1.3640 0.3214
C 3.0762 -0.1478 0.2928
C -0.9719 1.4500 -1.0018
N -0.9661 -0.3183 1.1216
O 1.9580 -0.0546 -0.1617
S -1.4956 1.2141 0.7054
H -1.2576 -2.2418 0.9861
H -1.0273 -1.3736 -0.6973
H -2.7255 -1.2085 0.3092
H 3.5047 0.3619 1.1795
H 3.8785 -0.5952 -0.3446
H 0.0175 -0.4482 1.2356
H -1.8150 1.5153 -1.6863
H -0.4388 2.4258 -1.0431
H -0.1868 0.7850 -1.2170

Output
HOMO level	-8.176	eV
LUMO level	0.26	eV
SMILES string	CNSC.C=O
total charge	0

***

Entry 3:
The following is a DFT calculation (ωB97M-V/def2-TZVPD) of an isolated molecule of C3H4ClN at a distorted geometry.

Positions of all 9 atoms, in Å:
C 0.8938 2.0793 -0.4187
C 0.1295 1.1694 -0.1484
C -0.8230 -0.2753 0.2144
N 0.1031 -1.3154 -0.1969
Cl 1.3257 -1.6807 0.9753
H 1.6549 2.6961 -0.8049
H -1.7190 -0.3563 -0.3370
H -1.2965 -0.1413 1.2633
H -0.2685 -2.1757 -0.5471

Output
HOMO level	-9.531	eV
LUMO level	0.74	eV
SMILES string	C#CCNCl
total charge	0

***

> Which formula does entry 2 have?

C3H9NOS

***

What did the second record say?
The following is a DFT calculation (ωB97M-V/def2-TZVPD) of a cluster of 2 separate species, C3H9NOS in total at a distorted geometry.

Positions of all 15 atoms, in Å:
C -1.5504 -1.3640 0.3214
C 3.0762 -0.1478 0.2928
C -0.9719 1.4500 -1.0018
N -0.9661 -0.3183 1.1216
O 1.9580 -0.0546 -0.1617
S -1.4956 1.2141 0.7054
H -1.2576 -2.2418 0.9861
H -1.0273 -1.3736 -0.6973
H -2.7255 -1.2085 0.3092
H 3.5047 0.3619 1.1795
H 3.8785 -0.5952 -0.3446
H 0.0175 -0.4482 1.2356
H -1.8150 1.5153 -1.6863
H -0.4388 2.4258 -1.0431
H -0.1868 0.7850 -1.2170

Output
HOMO level	-8.176	eV
LUMO level	0.26	eV
SMILES string	CNSC.C=O
total charge	0